# 1
C3H6N4S | the ωB97M-V functional and the def2-TZVPD basis

LUMO in eV: 0.531
HOMO energy in eV: -7.771
Maximum force in eV/Å: 5.05
Total charge: 0

Last column: natural (NBO) charge in e.
Positions of all 14 atoms, in Å:
C 0.4967 -1.8830 -0.0460  0.1185
C -0.6609 0.0263 -0.1890  0.0658
C -0.4098 1.6677 -2.4017  -0.6801
N -0.3175 -1.0121 -0.8176  -0.4858
N 0.7545 -1.5444 1.1387  -0.2547
N 0.4556 -0.3671 1.5504  -0.0646
N 0.0128 -0.1906 2.8435  -0.6281
S -0.9499 1.5789 -0.5748  0.3387
H 0.9045 -2.8720 -0.3010  0.2081
H -1.0238 2.3653 -2.7510  0.2065
H -0.6940 0.6749 -2.7441  0.2359
H 0.6811 1.8231 -2.5225  0.2270
H 0.4266 0.6411 3.3186  0.3578
H 0.3241 -0.9082 3.4963  0.3552

Cartesian forces (eV/Å) of the 2 atoms listed first:
C -0.93 -0.31 -2.20
C 1.41 -2.16 1.69

---

# 2
C4H7NS | the ωB97M-V functional and the def2-TZVPD basis

LUMO in eV: 0.557
HOMO energy in eV: -8.525
Maximum force in eV/Å: 2.71
Total charge: 0

Last column: natural (NBO) charge in e.
Positions of all 13 atoms, in Å:
C -1.3374 0.4655 0.1406  -0.4217
C 0.9208 -0.4043 -0.5706  0.0066
C 0.5648 -0.9140 -1.7277  -0.4745
C 0.6041 0.5282 1.6249  -0.0623
H -1.3970 0.4563 -0.9483  0.2073
H -1.9509 -0.3428 0.5912  0.2185
H -1.6219 1.4458 0.4990  0.2320
H 2.0074 -0.3711 -0.2432  0.2030
H -0.5412 -1.0733 -1.9143  0.2028
H 1.2533 -1.3597 -2.4405  0.2268
H 1.6549 0.4036 1.6493  0.1855
N 0.1024 0.2445 0.3928  -0.4076
S -0.2592 0.9213 2.9468  -0.1163

Cartesian forces (eV/Å) of the 2 atoms listed first:
C 0.89 -0.84 -0.55
C 1.96 1.16 1.47

---

# 3
C17H44B2NOP | the ωB97M-V functional and the def2-TZVPD basis

LUMO in eV: -0.140
HOMO energy in eV: -8.157
Maximum force in eV/Å: 0.87
Total charge: 0

Last column: natural (NBO) charge in e.
Positions of all 66 atoms, in Å:
C 1.2947 1.8559 0.5046  -0.6193
C 0.9628 1.5736 -0.9691  -0.6733
P -0.7440 0.8602 -1.1294  0.4519
C -1.2374 1.2552 -2.8552  -0.9210
B -0.3450 -1.0293 -1.2553  0.0268
B -0.7783 -1.9603 0.1143  0.8559
O -1.8892 -2.7694 -0.1386  -0.9313
N -0.2811 -1.8220 1.4608  -0.7432
C 1.1542 -1.6116 1.5844  -0.3953
C -1.1188 -0.9480 2.2878  -0.4110
H 1.8655 2.7798 0.6145  0.2138
H 1.8814 1.0558 0.9486  0.2080
H 0.3738 1.9762 1.0776  0.2117
H 1.7268 0.9378 -1.4210  0.2172
H 0.9145 2.4992 -1.5464  0.2313
H -1.3314 2.3396 -2.9484  0.2277
H -0.5454 0.8965 -3.6201  0.2198
H -2.2195 0.8187 -3.0373  0.2331
H 0.0188 -1.5080 -2.2913  -0.0733
H -2.7690 -2.4217 0.0567  0.5080
H 1.6189 -1.5365 0.5923  0.1900
H 1.4014 -0.6992 2.1314  0.1857
H 1.6323 -2.4492 2.0990  0.1957
H -0.5927 -0.6991 3.2096  0.2039
H -1.3773 -0.0106 1.7803  0.1854
H -2.0453 -1.4462 2.5841  0.2005
C -1.6243 2.9519 3.2631  -0.6109
C -2.0572 4.0506 2.2949  -0.4028
C -1.2498 5.3392 2.4498  -0.3967
C -1.3602 6.0086 3.8211  -0.3967
C -2.7844 6.3570 4.2509  -0.3987
C -3.4810 7.3405 3.3170  -0.6101
H -1.7552 3.2505 4.3044  0.2013
H -2.2066 2.0428 3.1060  0.2095
H -0.5698 2.7072 3.1154  0.1988
H -3.1234 4.2576 2.4207  0.1942
H -1.9348 3.6902 1.2696  0.2078
H -1.5552 6.0456 1.6731  0.1998
H -0.1948 5.1182 2.2561  0.1988
H -0.7605 6.9245 3.8090  0.1996
H -0.9082 5.3646 4.5802  0.1995
H -2.7486 6.7804 5.2580  0.2015
H -3.3817 5.4441 4.3304  0.1933
H -2.9190 8.2747 3.2467  0.2008
H -4.4838 7.5814 3.6716  0.2097
H -3.5798 6.9374 2.3078  0.2006
C 2.7609 -6.0852 -5.4347  -0.6099
C 2.2896 -4.8053 -4.7531  -0.3991
C 3.1009 -4.4381 -3.5118  -0.3963
C 3.0614 -5.4759 -2.3878  -0.3961
C 1.6604 -5.8206 -1.8848  -0.3983
C 0.9112 -4.6221 -1.3142  -0.6194
H 2.6741 -6.9491 -4.7737  0.2008
H 2.1732 -6.2980 -6.3284  0.2092
H 3.8078 -6.0027 -5.7359  0.2001
H 1.2322 -4.8996 -4.4900  0.1952
H 2.3490 -3.9763 -5.4632  0.2007
H 2.7485 -3.4752 -3.1316  0.1999
H 4.1446 -4.2824 -3.8041  0.1986
H 3.6542 -5.0969 -1.5486  0.1986
H 3.5590 -6.3923 -2.7164  0.1992
H 1.7468 -6.5953 -1.1186  0.2014
H 1.0729 -6.2639 -2.6943  0.1931
H 1.4709 -4.1824 -0.4829  0.1963
H -0.0749 -4.8982 -0.9401  0.2230
H 0.7649 -3.8451 -2.0656  0.2050

Cartesian forces (eV/Å) of the 2 atoms listed first:
C 0.02 0.26 -0.13
C 0.09 -0.20 0.20

---

# 4
C5H10O | the ωB97M-V functional and the def2-TZVPD basis

LUMO in eV: 0.952
HOMO energy in eV: -9.031
Maximum force in eV/Å: 0.36
Total charge: 0

Last column: natural (NBO) charge in e.
Positions of all 16 atoms, in Å:
C 1.8452 0.3344 -0.7903  -0.6355
C 0.4967 0.1116 -0.1581  -0.0423
C 0.1236 0.9594 1.0445  -0.1019
O -0.4963 0.2046 2.0733  -0.7116
C -0.3727 -0.7580 -0.6839  -0.1695
C -1.8457 -0.8039 -0.3967  -0.6469
H 2.1750 -0.5422 -1.3576  0.2192
H 2.6257 0.6011 -0.0686  0.2087
H 1.7748 1.1655 -1.5052  0.2172
H -0.0164 -0.6330 2.1279  0.4660
H -0.5964 1.7440 0.7793  0.1868
H 1.0191 1.4703 1.4330  0.1654
H -0.0144 -1.4275 -1.4709  0.1922
H -2.1527 -1.6207 0.2649  0.2213
H -2.3728 -0.9346 -1.3481  0.2127
H -2.1926 0.1290 0.0565  0.2183

Cartesian forces (eV/Å) of the 2 atoms listed first:
C 0.18 0.01 -0.01
C -0.16 -0.14 -0.09

---

# 5
C3H2DyO3 | the ωB97M-V functional and the def2-TZVPD basis

LUMO (spin up / spin down) in eV: -11.804 / -11.808
HOMO energy (spin up / spin down) in eV: -17.467 / -18.416
Maximum force in eV/Å: 7.12
Multiplicity: 7
Total charge: +2

Last column: Löwdin spin population.
Positions of all 9 atoms, in Å:
O -0.5794 1.7466 0.9993  0.0652
C 0.2030 0.9356 0.4430  0.0102
C -0.2528 -0.4082 0.2081  0.0094
O -1.5698 -0.6304 0.3324  0.0634
Dy -2.7562 1.0014 1.4386  5.8517
H 1.1633 1.2784 0.0325  0.0005
C 0.3068 -1.1675 -0.7755  -0.0008
O 1.4252 -1.0214 -1.4210  0.0004
H 2.0601 -1.7345 -1.2573  -0.0001

Cartesian forces (eV/Å) of the 2 atoms listed first:
O 1.67 -1.99 -1.25
C 0.39 3.08 1.53

---

# 6
C3H5HgO3 | the ωB97M-V functional and the def2-TZVPD basis

LUMO in eV: -18.242
HOMO energy in eV: -24.841
Maximum force in eV/Å: 5.21
Total charge: +3

Last column: natural (NBO) charge in e.
Positions of all 12 atoms, in Å:
O -0.2944 -0.2235 -0.3577  -0.5970
C 0.3365 -1.1348 0.2343  0.6053
C -0.2037 -1.9687 1.2892  -0.7742
H 1.4065 -1.1503 -0.0044  0.2284
H -1.1595 -1.6175 1.6888  0.2845
H 0.5700 -2.0307 2.0747  0.3325
H -0.2763 -2.9929 0.8843  0.3617
O -1.2980 2.5674 -0.2911  -0.2661
C -0.3073 2.6150 -0.8772  1.1440
O 0.5622 2.6637 -1.6589  -0.8001
Hg 1.7422 3.0673 -3.1188  1.9215
H -1.0781 0.2049 0.1368  0.5595

Cartesian forces (eV/Å) of the 2 atoms listed first:
O -1.16 2.62 0.22
C 0.43 -0.90 1.85